# 1
ORCA calculation (ωB97M-V with the def2-TZVPD basis set) on a cluster of 6 separate species, C31H50N6O in total.

Values from the calculation:
- orbital gap (Eh) = 0.322
- M (g/mol) = 522.8
- structure (SMILES) = CC[C@@H](C)[C@@H](OC)[C@H](N)CC(C)C.c1cc[nH]c1.c1cc[nH]c1.c1cc[nH]c1.c1cc[nH]c1.c1cc[nH]c1
- total charge = 0
- E_tot (eV) = -43944.51608

Cartesian coordinates (Å):
C -0.82 -2.25 0.06
C 0.18 -1.08 -0.04
C 1.50 -1.35 -0.80
C 1.86 -0.14 -1.67
C 2.67 -1.72 0.13
O 2.74 -0.79 1.21
C 3.79 0.15 1.14
C 2.67 -3.18 0.70
N 2.05 -4.18 -0.16
C 2.06 -3.25 2.10
C 1.97 -4.66 2.70
C 3.27 -5.45 2.53
C 1.58 -4.55 4.17
H -0.50 -3.13 -0.49
H -1.01 -2.54 1.09
H -1.78 -1.96 -0.36
H -0.33 -0.24 -0.52
H 0.44 -0.72 0.96
H 1.32 -2.20 -1.48
H 2.86 -0.24 -2.11
H 1.83 0.78 -1.09
H 1.15 -0.04 -2.49
H 3.60 -1.62 -0.44
H 3.80 0.67 0.18
H 3.63 0.87 1.94
H 4.76 -0.33 1.28
H 3.73 -3.45 0.76
H 1.07 -4.00 -0.28
H 2.47 -4.20 -1.09
H 1.05 -2.81 2.06
H 2.63 -2.62 2.78
H 1.16 -5.19 2.18
H 4.14 -4.80 2.67
H 3.33 -6.25 3.27
H 3.34 -5.89 1.53
H 0.63 -4.03 4.30
H 2.34 -3.99 4.73
H 1.49 -5.54 4.63
C -2.67 -0.14 2.54
C -2.24 1.06 1.90
C -3.13 1.31 0.89
N -4.07 0.33 0.90
C -3.80 -0.56 1.90
H -2.20 -0.63 3.38
H -1.37 1.65 2.15
H -3.16 2.11 0.17
H -4.85 0.26 0.26
H -4.43 -1.42 2.07
C -5.96 -2.93 -0.04
C -6.74 -3.86 -0.78
C -6.12 -4.07 -1.98
N -4.98 -3.30 -1.99
C -4.88 -2.61 -0.82
H -6.16 -2.55 0.94
H -7.66 -4.32 -0.46
H -6.38 -4.70 -2.81
H -4.33 -3.26 -2.75
H -4.04 -1.95 -0.64
C -2.44 5.99 0.11
C -2.26 6.46 -1.22
C -1.69 5.45 -1.94
N -1.52 4.38 -1.10
C -1.97 4.71 0.15
H -2.86 6.53 0.94
H -2.50 7.44 -1.60
H -1.39 5.40 -2.98
H -1.11 3.51 -1.36
H -1.91 4.00 0.96
C 6.41 -2.75 0.78
C 6.91 -2.30 -0.47
C 7.58 -3.34 -1.04
N 7.51 -4.41 -0.18
C 6.79 -4.05 0.93
H 5.82 -2.18 1.49
H 6.79 -1.32 -0.90
H 8.11 -3.42 -1.97
H 7.92 -5.31 -0.33
H 6.62 -4.75 1.73
C -2.90 11.48 -2.78
C -3.13 11.29 -4.17
C -3.76 10.08 -4.31
N -3.93 9.54 -3.07
C -3.41 10.39 -2.12
H -2.43 12.33 -2.31
H -2.85 11.95 -4.97
H -4.10 9.56 -5.19
H -4.36 8.66 -2.87
H -3.44 10.15 -1.08

Löwdin atomic charge list, values in e, 2 entries: -0.082 -0.195

***

# 2
ORCA calculation (ωB97M-V with the def2-TZVPD basis set) on a cluster of 2 separate species, C9H17O5 in total in a non-equilibrium geometry.

Values from the calculation:
- orbital gap (Eh) = 0.441
- M (g/mol) = 205.2
- total charge = +1
- E_tot (eV) = -19839.54425
- ΔE to the lowest compared entry with this formula, charge and spin (kcal per mole) = 0.00

Cartesian coordinates (Å):
C 0.65 0.69 -1.77
C 2.03 -0.89 0.85
C 2.15 0.59 0.68
C 0.45 1.97 -2.49
C 1.29 -1.27 2.14
C -1.06 1.95 -2.74
C -0.22 -1.04 2.09
C -1.65 1.53 -1.39
C -0.99 -2.05 1.24
O 1.69 1.28 -0.23
O 1.03 -0.38 -2.05
O 2.82 1.16 1.65
O -0.65 0.71 -0.76
O -0.85 -1.75 -0.15
H 1.54 -1.33 -0.02
H 3.05 -1.27 0.91
H 1.03 1.97 -3.40
H 0.73 2.81 -1.86
H 1.48 -2.33 2.34
H 1.71 -0.70 2.97
H -1.44 2.92 -3.05
H -1.31 1.22 -3.51
H -0.61 -1.13 3.11
H -0.44 -0.03 1.74
H -2.59 0.98 -1.49
H -1.80 2.39 -0.74
H -0.61 -3.06 1.43
H -2.05 -2.02 1.51
H 2.91 2.12 1.54
H -0.88 -0.28 -0.56
H -1.23 -2.47 -0.68

Löwdin atomic charge list, values in e, 2 entries: -0.359 -0.061

***

# 3
ORCA calculation (ωB97M-V with the def2-TZVPD basis set) on the molecule C12H16O2 in a non-equilibrium geometry.

Values from the calculation:
- orbital gap (Eh) = 0.357
- M (g/mol) = 192.3
- structure (SMILES) = C=CCc1cccc(OCC)c1OC
- total charge = 0
- E_tot (eV) = -16796.89643
- ΔE to the lowest compared entry with this formula, charge and spin (kcal per mole) = 35.10

Cartesian coordinates (Å):
C -2.76 0.01 -2.66
C -2.16 -1.12 -2.22
C -2.10 -1.55 -0.76
C -0.72 -1.43 -0.19
C 0.14 -2.53 -0.14
C 1.42 -2.48 0.39
C 1.93 -1.27 0.82
C 1.13 -0.13 0.71
O 1.64 1.09 1.12
C 1.87 2.06 0.11
C 2.32 3.39 0.68
C -0.19 -0.20 0.28
O -1.00 0.90 0.21
C -1.39 1.41 1.47
H -2.72 0.28 -3.69
H -3.37 0.61 -1.98
H -1.65 -1.76 -2.91
H -2.40 -2.61 -0.73
H -2.83 -0.92 -0.19
H -0.28 -3.54 -0.40
H 1.99 -3.40 0.44
H 2.90 -1.08 1.24
H 0.95 2.20 -0.50
H 2.60 1.70 -0.64
H 1.59 3.77 1.40
H 3.27 3.26 1.23
H 2.47 4.08 -0.19
H -0.53 1.57 2.11
H -2.11 0.69 1.93
H -1.95 2.34 1.26

Löwdin atomic charge list, values in e, 2 entries: 0.012 -0.157

***

# 4
ORCA calculation (ωB97M-V with the def2-TZVPD basis set) on a cluster of 6 separate species, C22H61N5O7 in total in a non-equilibrium geometry.

Values from the calculation:
- orbital gap (Eh) = 0.355
- M (g/mol) = 507.8
- structure (SMILES) = COC[C@H](C)N.COC[C@H](C)N.COC[C@H](C)N.COC[C@H](C)N.COC[C@H](C)N.OCCO
- total charge = 0
- E_tot (eV) = -45578.36418
- ΔE to the lowest compared entry with this formula, charge and spin (kcal per mole) = 142.16

Cartesian coordinates (Å):
C -14.57 -29.28 -16.09
O -13.40 -29.14 -15.33
C -13.64 -28.72 -14.00
C -13.04 -29.70 -13.02
C -13.66 -31.15 -13.21
N -13.21 -29.29 -11.66
H -15.32 -29.98 -15.72
H -14.17 -29.47 -17.04
H -15.07 -28.31 -16.23
H -13.24 -27.71 -13.95
H -14.68 -28.51 -13.86
H -12.02 -29.74 -13.36
H -13.19 -31.90 -12.61
H -13.50 -31.30 -14.27
H -14.72 -31.20 -13.06
H -12.51 -28.57 -11.62
H -12.98 -30.04 -10.94
C -15.88 -31.71 -6.50
O -15.13 -31.98 -7.73
C -13.71 -31.71 -7.74
C -13.17 -32.02 -9.09
C -13.48 -33.45 -9.42
N -11.73 -31.74 -9.09
H -16.05 -30.66 -6.55
H -15.53 -31.88 -5.51
H -16.85 -32.13 -6.64
H -13.54 -30.71 -7.35
H -13.26 -32.19 -6.91
H -13.69 -31.34 -9.84
H -12.79 -34.16 -8.92
H -13.32 -33.74 -10.44
H -14.49 -33.86 -9.08
H -11.67 -30.79 -8.93
H -11.31 -32.22 -8.25
C -12.76 -25.38 -12.08
O -13.85 -25.62 -12.93
C -14.91 -26.25 -12.10
C -15.68 -25.21 -11.36
C -17.01 -25.84 -10.88
N -15.83 -24.22 -12.38
H -11.92 -25.18 -12.68
H -12.60 -26.31 -11.45
H -12.91 -24.47 -11.53
H -15.50 -26.66 -12.89
H -14.68 -27.10 -11.41
H -15.17 -24.80 -10.49
H -17.50 -26.51 -11.59
H -17.55 -25.06 -10.43
H -16.67 -26.45 -10.05
H -14.95 -24.30 -12.95
H -15.53 -23.38 -11.87
C -13.72 -28.08 -8.79
O -13.81 -27.54 -7.49
C -15.02 -27.81 -6.71
C -16.37 -27.26 -7.26
C -16.34 -25.74 -7.48
N -17.47 -27.50 -6.44
H -13.04 -27.50 -9.41
H -14.61 -27.97 -9.39
H -13.28 -29.10 -8.82
H -14.99 -28.91 -6.46
H -14.85 -27.33 -5.83
H -16.51 -27.77 -8.24
H -15.99 -25.29 -6.56
H -17.33 -25.38 -7.75
H -15.63 -25.51 -8.31
H -17.38 -27.14 -5.50
H -17.55 -28.53 -6.31
C -19.51 -29.94 -7.68
O -20.32 -29.10 -8.44
C -19.76 -27.83 -8.78
C -20.73 -27.25 -9.85
C -20.73 -27.84 -11.29
N -20.24 -25.90 -10.17
H -19.28 -29.42 -6.76
H -18.61 -30.33 -8.08
H -20.08 -30.84 -7.48
H -19.62 -27.19 -7.93
H -18.75 -27.96 -9.15
H -21.80 -27.25 -9.46
H -20.82 -28.92 -11.45
H -19.80 -27.59 -11.75
H -21.58 -27.43 -11.82
H -20.31 -25.34 -9.25
H -19.28 -26.02 -10.20
O -16.62 -29.57 -12.66
C -17.09 -29.37 -11.35
C -16.22 -30.35 -10.54
O -16.42 -30.11 -9.32
H -15.71 -29.36 -12.64
H -16.72 -28.43 -11.00
H -18.14 -29.40 -11.23
H -15.20 -30.32 -10.82
H -16.61 -31.39 -10.74
H -16.03 -30.64 -8.68

Löwdin atomic charge list, values in e, 2 entries: -0.102 -0.170